# 1
# C52H59BFN12O

11 unconnected molecules or ions with the total composition C52H59BFN12O at a distorted geometry (ωB97M-V with the def2-TZVPD basis set, the Open Molecules 2025 dataset).

Computed properties:
Charge: +1
Relative energy (zero: lowest compared OMol25 entry of this formula, charge and spin), kcal per mole: 0.0
Total energy, eV: -78200.124
Orbital gap, eV: 8.927

Each line ends with the Mulliken charge.
Element x y z (Å)
N -0.479 1.259 0.608  0.13
B -1.195 0.690 1.654  0.42
O -2.208 1.295 2.349  -0.63
N -0.893 -0.759 2.144  0.20
C 0.505 -1.276 2.064  -0.42
C 1.569 -0.292 2.463  -0.26
F 1.326 0.151 3.755  -0.35
H -1.029 1.730 -0.127  0.41
H 0.235 0.687 0.174  -0.10
H -3.101 1.060 2.067  0.32
H -1.276 -0.878 3.080  0.42
H -1.477 -1.360 1.541  -0.02
H 0.574 -2.143 2.722  0.49
H 0.649 -1.654 1.057  -0.08
H 2.532 -0.805 2.448  0.47
H 1.635 0.564 1.793  0.21
N -0.974 3.056 -1.632  -0.40
C -1.819 3.884 -2.248  -0.66
C -1.408 4.994 -2.968  -0.17
C -0.050 5.260 -3.054  -0.51
C 0.839 4.408 -2.418  -0.57
C 0.330 3.325 -1.721  -0.16
H -2.874 3.650 -2.160  0.43
H -2.143 5.629 -3.443  0.50
H 0.307 6.119 -3.608  0.46
H 1.908 4.577 -2.456  0.54
H 1.003 2.644 -1.210  0.34
N 4.391 5.743 -2.013  -0.43
C 4.098 6.108 -0.767  0.17
C 4.175 7.416 -0.312  -0.68
C 4.581 8.400 -1.198  -0.18
C 4.890 8.034 -2.498  -0.44
C 4.779 6.698 -2.855  -0.19
H 3.782 5.314 -0.099  0.29
H 3.922 7.652 0.713  0.37
H 4.655 9.432 -0.882  0.38
H 5.213 8.766 -3.225  0.36
H 5.013 6.378 -3.864  0.36
N 2.906 1.022 -0.668  -0.09
C 2.872 -0.147 -1.308  -0.09
C 3.997 -0.914 -1.568  -0.80
C 5.229 -0.440 -1.144  -0.28
C 5.280 0.777 -0.483  -0.64
C 4.096 1.467 -0.269  -0.24
H 1.894 -0.483 -1.641  0.46
H 3.907 -1.854 -2.094  0.42
H 6.132 -1.005 -1.330  0.40
H 6.218 1.190 -0.141  0.42
H 4.101 2.423 0.242  0.42
N -0.607 -3.322 -0.069  0.15
C -0.537 -4.631 0.175  -0.58
C -0.347 -5.573 -0.826  -0.54
C -0.233 -5.142 -2.137  -0.35
C -0.307 -3.782 -2.401  -1.22
C -0.490 -2.917 -1.335  -0.22
H -0.620 -4.928 1.215  0.71
H -0.296 -6.624 -0.574  0.50
H -0.089 -5.851 -2.942  0.41
H -0.224 -3.398 -3.408  0.51
H -0.547 -1.845 -1.508  0.64
N 0.016 -5.911 3.326  -0.20
C 1.258 -6.352 3.519  -0.31
C 1.612 -7.218 4.542  -0.82
C 0.625 -7.649 5.414  -0.07
C -0.671 -7.196 5.226  -0.66
C -0.923 -6.333 4.171  -0.20
H 2.005 -5.995 2.818  0.51
H 2.637 -7.545 4.648  0.47
H 0.861 -8.327 6.224  0.41
H -1.474 -7.506 5.880  0.38
H -1.928 -5.965 3.992  0.42
N -3.720 -1.601 1.295  -0.14
C -3.789 -2.139 0.075  0.02
C -4.737 -3.080 -0.290  -0.91
C -5.662 -3.488 0.658  -0.15
C -5.601 -2.937 1.929  -0.75
C -4.617 -2.002 2.198  -0.17
H -3.051 -1.801 -0.644  0.47
H -4.747 -3.480 -1.294  0.41
H -6.418 -4.221 0.411  0.41
H -6.304 -3.223 2.699  0.40
H -4.546 -1.548 3.181  0.40
N -4.573 6.299 -3.785  -0.21
C -4.492 7.606 -3.545  -0.07
C -5.494 8.330 -2.916  -0.75
C -6.641 7.664 -2.518  -0.13
C -6.739 6.304 -2.766  -0.62
C -5.682 5.671 -3.400  -0.27
H -3.583 8.095 -3.880  0.38
H -5.374 9.391 -2.748  0.36
H -7.446 8.195 -2.027  0.38
H -7.618 5.743 -2.479  0.36
H -5.726 4.608 -3.613  0.44
N 3.346 -10.761 0.187  -0.54
C 3.032 -10.495 1.452  -0.39
C 2.154 -9.488 1.827  -0.29
C 1.571 -8.716 0.836  0.06
C 1.890 -8.984 -0.485  -0.22
C 2.780 -10.015 -0.756  -0.36
H 3.508 -11.117 2.201  0.35
H 1.931 -9.318 2.871  0.39
H 0.881 -7.921 1.093  0.32
H 1.462 -8.412 -1.298  0.35
H 3.051 -10.254 -1.778  0.34
N -1.946 7.020 -6.709  -0.39
C -2.575 5.868 -6.472  0.24
C -2.477 4.763 -7.306  -0.68
C -1.695 4.857 -8.446  -0.32
C -1.041 6.051 -8.704  -0.34
C -1.198 7.097 -7.807  -0.26
H -3.174 5.838 -5.569  0.39
H -3.007 3.852 -7.064  0.37
H -1.597 4.018 -9.122  0.38
H -0.421 6.174 -9.581  0.37
H -0.699 8.045 -7.978  0.37
N 3.468 -1.443 8.637  -0.54
C 3.121 -1.233 7.372  -0.27
C 1.867 -0.784 6.982  -0.03
C 0.922 -0.539 7.966  -0.34
C 1.270 -0.753 9.289  -0.38
C 2.552 -1.204 9.571  -0.23
H 3.886 -1.434 6.630  0.34
H 1.645 -0.624 5.937  0.38
H -0.068 -0.184 7.708  0.37
H 0.568 -0.574 10.092  0.36
H 2.859 -1.380 10.596  0.35

***

# 2
# C25H58GaN2O2Si3

A molecular structure, C25H58GaN2O2Si3 at a distorted geometry (ωB97M-V with the def2-TZVPD basis set, the Open Molecules 2025 dataset).

Computed properties:
Charge: +1
Relative energy (zero: lowest compared OMol25 entry of this formula, charge and spin), kcal per mole: 3.8
Total energy, eV: -109947.666
Orbital gap, eV: 8.541

Each line ends with the Mulliken charge.
Element x y z (Å)
O -1.241 3.495 0.832  0.01
O -0.137 3.515 -1.431  -0.01
C -2.473 3.617 1.567  -0.51
C -2.889 2.316 2.226  -1.02
H -3.204 3.922 0.810  0.38
H -2.383 4.420 2.312  0.37
H -3.038 1.520 1.490  0.04
H -3.837 2.484 2.746  0.53
H -2.154 1.992 2.970  0.20
C -0.038 3.645 1.617  0.21
C 0.405 5.080 1.649  -1.43
H 0.711 3.004 1.126  0.01
H -0.196 3.248 2.636  0.48
H 0.576 5.453 0.632  0.22
H 1.337 5.161 2.213  0.43
H -0.350 5.707 2.139  0.34
C 1.065 3.828 -2.156  -0.56
C -1.270 4.265 -1.929  -0.04
C 2.257 3.326 -1.389  -0.93
H 1.134 4.920 -2.299  0.33
H 1.015 3.364 -3.156  0.38
H 2.335 3.818 -0.413  0.21
H 3.161 3.568 -1.957  0.50
H 2.231 2.243 -1.244  0.01
C -1.348 5.662 -1.377  -1.25
H -2.156 3.683 -1.649  -0.01
H -1.225 4.299 -3.032  0.47
H -1.416 5.636 -0.287  0.11
H -2.251 6.143 -1.768  0.43
H -0.486 6.262 -1.686  0.38
H -0.550 2.250 -0.405  -0.84
Ga -0.047 -1.311 0.143  -0.83
C -0.427 0.927 -0.362  1.63
Si -1.514 0.329 -1.816  0.35
H 0.668 0.857 -0.465  0.15
H -0.791 0.804 0.671  -0.75
C -3.276 0.703 -1.296  -1.11
C -1.458 -1.473 -2.419  -1.00
C -1.085 1.221 -3.416  -1.00
C -1.604 -2.318 0.834  -0.24
Si -1.492 -4.202 0.864  0.36
H -2.505 -2.013 0.275  0.41
H -1.776 -1.969 1.870  0.46
C -1.820 -4.920 -0.840  -1.08
C -2.789 -4.839 2.060  -1.26
C 0.207 -4.787 1.408  -0.57
H -1.334 0.564 -4.263  0.57
H -0.016 1.456 -3.484  0.15
H -1.659 2.148 -3.541  0.24
H -3.626 0.000 -0.528  0.27
H -3.935 0.606 -2.171  0.51
H -3.376 1.724 -0.903  0.25
H -2.027 -2.170 -1.796  -0.05
H -0.446 -1.875 -2.566  0.11
H -1.937 -1.457 -3.410  0.61
H -3.541 -4.064 2.260  0.35
H -2.337 -5.133 3.016  0.33
H -3.303 -5.713 1.639  0.35
H 0.613 -4.190 2.236  0.20
H 0.932 -4.770 0.583  -0.25
H 0.116 -5.827 1.758  0.50
H -2.266 -5.918 -0.711  0.41
H -0.893 -5.038 -1.416  0.26
H -2.520 -4.311 -1.425  0.36
C -0.142 -0.570 3.798  -1.19
C 1.121 -1.040 3.149  0.65
C 2.271 -1.343 3.865  -0.70
C 3.409 -1.814 3.208  -0.96
C 3.389 -1.988 1.825  -0.74
C 2.189 -1.701 1.153  0.71
N 1.113 -1.169 1.810  0.66
N 1.855 -1.928 -0.158  0.51
Si 2.940 -2.575 -1.409  -0.01
C 4.310 -1.334 -1.630  -1.01
C 3.577 -4.235 -0.844  -1.02
C 1.960 -2.770 -2.986  -0.99
H -0.570 0.308 3.292  -0.02
H -0.908 -1.360 3.824  0.23
H 0.073 -0.289 4.836  0.50
H 2.246 -1.206 4.945  0.47
H 4.310 -2.053 3.768  0.43
H 4.243 -2.363 1.260  0.37
H 4.713 -0.992 -0.667  0.35
H 5.129 -1.788 -2.206  0.36
H 3.946 -0.454 -2.179  0.26
H 2.763 -4.917 -0.569  0.34
H 4.132 -4.688 -1.680  0.43
H 4.262 -4.157 0.010  0.30
H 1.178 -3.538 -2.899  0.28
H 1.508 -1.827 -3.320  0.21
H 2.662 -3.098 -3.769  0.45

***

# 3
# CH3ILiNO2

A molecular structure, CH3ILiNO2 at a distorted geometry (ωB97M-V with the def2-TZVPD basis set, the Open Molecules 2025 dataset).

Computed properties:
Total energy, eV: -14974.579
Orbital gap, eV: 6.892

Each line ends with the natural charge from an NBO analysis.
Element x y z (Å)
Li -1.605 2.540 -2.346  0.90
I 0.851 3.004 -1.308  -0.88
C -0.311 -0.260 0.520  -0.49
N 0.655 -1.403 0.483  0.53
O 1.654 -1.295 -0.182  -0.36
O 0.387 -2.369 1.164  -0.39
H -0.221 0.285 -0.411  0.24
H -0.157 0.292 1.441  0.24
H -1.254 -0.794 0.639  0.22

***

# 4
# C5H6O

A single C5H6O molecule at a distorted geometry (ωB97M-V with the def2-TZVPD basis set, the Open Molecules 2025 dataset).

Computed properties:
Relative energy (zero: lowest compared OMol25 entry of this formula, charge and spin), kcal per mole: 5.2
Total energy, eV: -7329.059
Orbital gap, eV: 10.405
Structure (SMILES): O=C1C=CCC1

Each line ends with the natural charge from an NBO analysis.
Element x y z (Å)
C 1.368 0.016 0.041  0.56
C 0.252 1.030 0.396  -0.52
C -1.121 0.359 0.158  -0.44
C -0.688 -0.983 -0.488  -0.10
C 0.619 -1.128 -0.559  -0.33
H 0.340 1.260 1.484  0.24
H 0.359 1.986 -0.104  0.24
H -1.704 0.964 -0.545  0.22
H -1.691 0.209 1.130  0.22
H -1.420 -1.737 -0.826  0.22
H 1.134 -2.016 -0.927  0.23
O 2.553 0.040 0.241  -0.53

***

> Which value of total energy does entry 4 give?

-7329.059 eV